w) Computed, not measured: an isolated ion of composition C3H8N and charge +1, with the ωB97M-V functional and the def2-TZVPD basis.

The SMILES is C=C(C)[NH3+]. The value obtained for the gap between HOMO and LUMO is 11.2 eV. The HOMO energy is -15.25 eV. The calculation puts the LUMO energy at -4.021 eV.

Structure (ORCA input):
```
! wB97M-V def2-TZVPD RIJCOSX def2/J DEFGRID3
* xyz 1 1
N 0.448 -1.191 0.544
C -0.277 0.035 0.032
C 0.299 0.590 -1.238
C -0.999 0.701 0.913
H 1.240 0.131 -1.545
H -0.447 0.440 -2.011
H 1.450 -1.000 0.498
H 0.161 -2.008 0.000
H 0.268 -1.268 1.545
H 0.579 1.640 -1.205
H -1.450 0.212 1.765
H -1.273 1.718 0.701
*
```

In elementary charge units, the natural (NBO) charges are:
1. N -0.69
2. C 0.13
3. C -0.69
4. C -0.34
5. H 0.23
6. H 0.26
7. H 0.45
8. H 0.45
9. H 0.45
10. H 0.27
11. H 0.22
12. H 0.25

=====

x) Computed, not measured: an isolated ion of composition C3H8N and charge +1, with the ωB97M-V functional and the def2-TZVPD basis.

The SMILES is C=C(C)[NH3+]. The value obtained for the gap between HOMO and LUMO is 11.4 eV. The HOMO energy is -15.23 eV. The calculation puts the LUMO energy at -3.840 eV.

Structure (ORCA input):
```
! wB97M-V def2-TZVPD RIJCOSX def2/J DEFGRID3
* xyz 1 1
N -0.938 -0.721 -0.637
C 1.386 -0.165 -0.462
C -0.273 0.961 1.096
C 0.198 -0.033 0.085
H -0.600 -1.301 -1.408
H -0.111 1.990 0.790
H 1.628 -0.739 -1.343
H -1.382 -1.321 0.060
H -1.325 0.873 1.402
H -1.673 -0.117 -1.013
H 0.296 0.824 2.004
H 2.315 0.160 -0.013
*
```

In elementary charge units, the natural (NBO) charges are:
1. N -0.69
2. C -0.34
3. C -0.69
4. C 0.13
5. H 0.45
6. H 0.27
7. H 0.22
8. H 0.45
9. H 0.24
10. H 0.45
11. H 0.27
12. H 0.25

=====

Which of them is most stable? Easy: x).

=====

w) Computed, not measured: a 2-piece molecular cluster, C3H9NO2S overall, with the ωB97M-V functional and the def2-TZVPD basis.

The value obtained for the gap between HOMO and LUMO is 5.7 eV. The HOMO energy is 0.36 eV. The calculation puts the LUMO energy at 6.101 eV.

Structure (ORCA input):
```
! wB97M-V def2-TZVPD RIJCOSX def2/J DEFGRID3
* xyz -2 1
S -1.744 -2.640 0.028
O 1.671 2.922 0.730
O 1.227 0.551 1.229
N -1.376 0.608 0.019
C -0.332 -0.256 -0.525
C -0.882 -1.536 -1.158
C 0.914 -0.500 0.375
H 1.325 1.521 0.744
H 1.754 -0.836 -0.270
H 0.135 0.358 -1.319
H -0.110 -2.056 -1.733
H -1.942 0.023 0.633
H -0.869 1.242 0.627
H 1.245 3.236 1.533
H -1.683 -1.204 -1.829
H 0.669 -1.433 0.915
*
```

In elementary charge units, the natural (NBO) charges are:
1. S -0.78
2. O -1.26
3. O -0.82
4. N -0.87
5. C -0.08
6. C -0.52
7. C -0.07
8. H 0.51
9. H 0.10
10. H 0.14
11. H 0.17
12. H 0.36
13. H 0.37
14. H 0.40
15. H 0.18
16. H 0.16

=====

x) Computed, not measured: a 2-piece molecular cluster, C3H9NO2S overall, with the ωB97M-V functional and the def2-TZVPD basis.

The value obtained for the gap between HOMO and LUMO is 6.0 eV. The HOMO energy is -0.21 eV. The calculation puts the LUMO energy at 5.811 eV.

Structure (ORCA input):
```
! wB97M-V def2-TZVPD RIJCOSX def2/J DEFGRID3
* xyz -2 1
S -2.700 -0.106 0.466
O 4.505 -1.303 0.850
O 1.892 0.723 0.314
N -0.575 1.274 -1.625
C -1.394 -0.827 -0.592
C -0.205 0.107 -0.794
C 0.489 0.510 0.503
H 2.345 -0.134 0.278
H -1.843 -1.028 -1.563
H 0.556 -0.409 -1.397
H -1.284 1.777 -1.067
H -1.000 -1.721 -0.112
H 0.333 -0.160 1.349
H 3.980 -0.910 0.144
H 0.234 1.894 -1.555
H 0.135 1.492 0.819
*
```

In elementary charge units, the natural (NBO) charges are:
1. S -0.77
2. O -1.35
3. O -0.76
4. N -0.85
5. C -0.52
6. C -0.09
7. C -0.08
8. H 0.49
9. H 0.18
10. H 0.17
11. H 0.36
12. H 0.18
13. H 0.18
14. H 0.37
15. H 0.33
16. H 0.16

=====

y) Computed, not measured: a 2-piece molecular cluster, C3H9NO2S overall, with the ωB97M-V functional and the def2-TZVPD basis.

The value obtained for the gap between HOMO and LUMO is 5.9 eV. The HOMO energy is 0.08 eV. The calculation puts the LUMO energy at 5.977 eV.

Structure (ORCA input):
```
! wB97M-V def2-TZVPD RIJCOSX def2/J DEFGRID3
* xyz -2 1
S -2.208 -2.047 0.576
O 2.094 2.879 1.625
O 1.707 0.736 0.218
N 0.196 -1.459 -1.484
C -1.783 -0.541 -0.360
C 0.576 -0.042 0.555
C -0.303 -0.314 -0.697
H -0.449 -2.225 -1.304
H -2.340 -0.536 -1.316
H 1.221 3.237 1.415
H -0.017 0.495 1.304
H 1.771 1.617 0.773
H -0.238 0.607 -1.286
H 1.080 -1.747 -1.086
H 0.899 -1.012 0.949
H -2.207 0.352 0.120
*
```

In elementary charge units, the natural (NBO) charges are:
1. S -0.76
2. O -1.28
3. O -0.83
4. N -0.88
5. C -0.53
6. C -0.06
7. C -0.09
8. H 0.37
9. H 0.16
10. H 0.40
11. H 0.16
12. H 0.52
13. H 0.16
14. H 0.34
15. H 0.14
16. H 0.18

=====

Which of them is most stable? Easy: y).

=====

w) Computed, not measured: a 2-piece molecular cluster, C2H3ClO2S overall, with the ωB97M-V functional and the def2-TZVPD basis.

The SMILES is C=C=O.OSCl. The value obtained for the gap between HOMO and LUMO is 8.6 eV. The HOMO energy is -8.49 eV. The calculation puts the LUMO energy at 0.160 eV.

Structure (ORCA input):
```
! wB97M-V def2-TZVPD RIJCOSX def2/J DEFGRID3
* xyz 0 1
Cl 2.156 -0.130 1.169
S 1.463 0.852 -0.465
O -0.158 -1.146 -0.752
O 2.741 1.864 -0.600
C -2.243 -1.050 0.458
C -1.139 -1.049 -0.203
H -3.066 -1.850 0.404
H 2.745 2.722 -1.108
H -2.500 -0.213 1.098
*
```

In elementary charge units, the natural (NBO) charges are:
1. Cl -0.16
2. S 0.56
3. O -0.46
4. O -0.91
5. C -0.81
6. C 0.73
7. H 0.28
8. H 0.52
9. H 0.27

=====

x) Computed, not measured: a 2-piece molecular cluster, C2H3ClO2S overall, with the ωB97M-V functional and the def2-TZVPD basis.

The value obtained for the gap between HOMO and LUMO (alpha / beta) is 7.3 / 6.9 eV. The HOMO energy (alpha / beta) is -10.28 / -10.14 eV. The calculation puts the LUMO energy (alpha / beta) at -3.016 / -3.204 eV.

Structure (ORCA input):
```
! wB97M-V def2-TZVPD RIJCOSX def2/J DEFGRID3
* xyz 0 1
Cl -0.501 2.753 0.804
S -0.480 -0.155 1.305
O 0.793 -0.497 1.894
O -1.714 -0.595 1.843
C 0.774 -0.020 -1.180
C -0.299 -0.371 -0.482
H 1.820 0.137 -0.893
H 0.719 -0.317 -2.270
H -1.111 -0.935 -1.021
*
```

In elementary charge units, the natural (NBO) charges are:
1. Cl -0.50
2. S 2.09
3. O -0.79
4. O -0.79
5. C -0.26
6. C -0.49
7. H 0.25
8. H 0.23
9. H 0.27

=====

Which of them is most stable? Easy: w).